113
Properties=species:S:1:pos:R:3:lowdin_charge:R:1 method="wB97M-V/def2-TZVPD" de_lowest_kj_mol=53.4 e_homo_ev=-6.17 lumo_energy_ev=-0.3
Ba -0.19701 0.25699 0.58951 1.79
C 3.35048 0.30168 2.73518 -0.13
C 4.15394 -0.11074 1.49525 -0.55
C 5.56177 0.47110 1.58434 -0.12
P 3.10035 0.30330 0.01984 1.00
C 3.71768 -0.73038 -1.39626 -0.55
C 2.80240 -0.43260 -2.58691 -0.13
C 5.17873 -0.67292 -1.83271 -0.11
C 3.44940 2.03247 -0.39346 -0.30
C 4.72776 2.49141 -0.72004 -0.08
C 5.00397 3.80608 -1.05776 -0.30
C 6.40267 4.26612 -1.37368 -0.07
C 3.92487 4.69005 -1.05582 -0.05
C 2.64899 4.28572 -0.72851 -0.03
C 2.34888 2.94007 -0.38381 -0.34
N 1.10271 2.52164 -0.04116 -0.17
C 0.06972 3.46425 -0.11464 -0.32
C -0.38205 4.10127 1.05343 -0.24
C 0.30679 3.82627 2.36313 -0.04
C -1.40669 5.04393 0.98074 -0.03
C -2.00003 5.38354 -0.22757 -0.31
C -3.10036 6.41068 -0.29504 -0.06
C -1.56663 4.72228 -1.37465 -0.02
C -0.56012 3.76720 -1.33783 -0.22
C -0.10669 3.07446 -2.58921 -0.03
H 3.91185 0.08946 3.64823 0.08
H 2.39329 -0.22021 2.80522 0.04
H 3.15217 1.37798 2.71262 0.08
H 4.22396 -1.20627 1.47212 0.10
H 5.52191 1.56068 1.62968 0.08
H 6.19481 0.19323 0.74268 0.05
H 6.04722 0.11670 2.49750 0.08
H 3.50691 -1.75066 -1.05397 0.08
H 2.92426 0.60386 -2.91129 0.08
H 1.75094 -0.58463 -2.33070 0.04
H 3.04499 -1.08276 -3.43146 0.08
H 5.42422 0.29788 -2.26409 0.07
H 5.35850 -1.42682 -2.60444 0.08
H 5.86740 -0.87443 -1.01272 0.06
H 5.55392 1.79060 -0.70186 0.08
H 7.04188 3.42288 -1.63970 0.07
H 6.86652 4.77158 -0.52227 0.07
H 6.41277 4.96692 -2.21070 0.07
H 4.09288 5.73205 -1.31209 0.11
H 1.84778 5.01485 -0.73112 0.11
H 0.42244 2.75696 2.55864 0.06
H -0.23773 4.27337 3.19585 0.08
H 1.32105 4.23210 2.35449 0.09
H -1.72174 5.55036 1.88904 0.12
H -3.04976 7.09691 0.55033 0.08
H -4.09060 5.94459 -0.27960 0.07
H -3.03536 6.99723 -1.21188 0.08
H -2.02456 4.96578 -2.32928 0.12
H -0.73603 3.34860 -3.43606 0.08
H -0.14744 1.99003 -2.46345 0.07
H 0.92934 3.32861 -2.82354 0.08
O -1.73460 -1.54447 4.19715 0.03
C -1.19029 -1.70004 3.10710 -0.68
O -0.09578 -1.21239 2.69637 -0.27
C -2.00284 -2.49019 2.05637 -0.20
C -2.87686 -3.51732 2.47101 0.01
C -3.61819 -4.16407 1.53291 0.01
C -3.52072 -3.76221 0.17574 -0.16
C -4.27698 -4.36789 -0.85470 -0.04
C -4.17041 -3.93103 -2.14395 -0.08
C -3.30157 -2.86333 -2.45784 -0.07
C -2.55751 -2.26238 -1.48205 -0.05
C -2.64548 -2.69996 -0.13851 -0.24
N -1.87819 -2.08820 0.82006 0.07
H -2.92014 -3.74148 3.52834 0.12
H -4.28860 -4.97178 1.80213 0.12
H -4.94450 -5.18236 -0.59874 0.11
H -4.75412 -4.39813 -2.92639 0.10
H -3.23174 -2.51250 -3.47966 0.11
H -1.92573 -1.41653 -1.71057 0.09
N 1.42383 -7.49095 -0.98205 0.17
C 1.94699 -8.70338 -0.58914 -0.19
C 1.82222 -9.99290 -1.09573 -0.03
C 2.51100 -10.98694 -0.42946 -0.10
C 3.29614 -10.70794 0.70113 -0.09
C 3.41380 -9.42632 1.19793 -0.01
C 2.72462 -8.40798 0.53946 -0.23
N 2.66545 -7.05526 0.81794 0.18
C 1.88905 -6.54870 -0.09861 -0.28
C 1.54450 -5.12605 -0.19608 -0.13
C 0.85579 -4.59641 -1.28082 0.00
C 0.57329 -3.24149 -1.29497 -0.14
N 0.92640 -2.40622 -0.32205 0.00
C 1.59066 -2.91948 0.71750 -0.15
C 1.92086 -4.25837 0.82396 0.02
H 0.78857 -7.33386 -1.74266 0.15
H 1.21975 -10.21119 -1.96789 0.11
H 2.44633 -12.00628 -0.78668 0.10
H 3.81815 -11.52050 1.18877 0.10
H 4.01682 -9.20440 2.06787 0.11
H 0.54643 -5.20442 -2.12106 0.11
H 0.04453 -2.81027 -2.13602 0.10
H 1.85312 -2.22633 1.50647 0.08
H 2.45808 -4.63666 1.68180 0.12
C -2.65041 1.52034 2.15300 -0.21
As -3.44349 1.20103 0.39341 0.97
C -4.42216 2.80136 0.02589 -0.18
C -4.73744 -0.20433 0.62494 -0.18
O -2.32669 0.82421 -0.77141 -0.70
H -3.47675 1.45640 2.86405 0.06
H -2.25708 2.53746 2.18686 0.03
H -1.89257 0.82238 2.49402 -0.03
H -5.07583 3.03062 0.86680 0.05
H -5.00830 2.66987 -0.88156 0.05
H -3.69365 3.59800 -0.11904 0.01
H -5.65082 0.19086 1.06854 0.05
H -4.32231 -0.96638 1.28125 0.03
H -4.95491 -0.63996 -0.34847 0.05


112
Properties=species:S:1:pos:R:3:lowdin_charge:R:1 method="wB97M-V/def2-TZVPD" de_lowest_kj_mol=0.0 e_homo_ev="-5.52 / -5.49" multiplicity=2 lumo_energy_ev="-0.3 / -2.2"
La 0.62565 -0.13222 -1.26039 1.28
C -2.15078 -3.36850 1.85036 -0.38
C -1.05638 -3.35341 2.89872 -0.40
C -0.63588 -1.94595 3.25955 -0.38
Sb 0.90411 -1.01713 1.94326 1.36
C 2.26520 -2.64617 2.33964 -0.39
C 2.44632 -3.16257 3.61946 -0.12
C 3.42196 -4.19111 3.80337 -0.07
C 4.18356 -4.61410 2.71755 -0.11
C 4.08667 -4.00857 1.48963 -0.09
C 3.08536 -3.06991 1.25717 -0.12
C 1.76485 0.28099 3.42824 -0.39
C 0.88872 1.16759 3.96911 -0.17
C 1.29699 2.10525 4.95961 -0.08
C 2.61532 2.01739 5.43627 -0.08
C 3.52971 1.10865 4.83351 -0.08
C 3.10782 0.23615 3.85085 -0.12
Sb -1.49512 -2.91852 -0.18027 1.43
C -3.58999 -2.72588 -0.80189 -0.37
C -4.74072 -3.05703 -0.07297 -0.13
C -5.95783 -2.84238 -0.65177 -0.09
C -6.11383 -2.38372 -1.99267 -0.07
C -4.96822 -2.10718 -2.73304 -0.09
C -3.72312 -2.23541 -2.11288 -0.17
C -1.35382 -4.90880 -0.85282 -0.39
C -0.41871 -5.86284 -0.28553 -0.11
C -0.37352 -7.17494 -0.70507 -0.08
C -1.08678 -7.53285 -1.86631 -0.10
C -1.90744 -6.62944 -2.46419 -0.10
C -2.09318 -5.32035 -1.96843 -0.11
H -2.95885 -2.62010 2.04957 0.06
H -2.66376 -4.33518 1.77015 0.06
H -0.20241 -3.93649 2.54382 0.08
H -1.41856 -3.82293 3.80435 0.10
H -0.24726 -1.92354 4.32648 0.07
H -1.47689 -1.19444 3.25464 0.05
H 1.84241 -2.79837 4.46902 0.10
H 3.56082 -4.71772 4.74052 0.10
H 4.90968 -5.43768 2.85151 0.11
H 4.70749 -4.32971 0.69850 0.09
H 2.88548 -2.62765 0.27698 0.08
H -0.17190 1.18328 3.60861 0.10
H 0.58691 2.78360 5.41488 0.10
H 2.94608 2.65552 6.24051 0.09
H 4.58120 1.16265 5.10270 0.10
H 3.75796 -0.52173 3.44240 0.09
H -4.61640 -3.55345 0.90592 0.10
H -6.84630 -3.08544 -0.04627 0.11
H -7.11530 -2.28045 -2.41525 0.10
H -5.04006 -1.62667 -3.69220 0.10
H -2.80626 -2.13151 -2.70075 0.08
H 0.12905 -5.58480 0.60875 0.09
H 0.26204 -7.86015 -0.23804 0.08
H -1.04604 -8.55287 -2.23216 0.10
H -2.44957 -6.94959 -3.36948 0.11
H -2.78480 -4.65770 -2.44533 0.07
F 1.92848 -1.33254 -2.85084 -0.04
B 1.18679 -0.58183 -3.84517 -1.21
F -0.23531 -0.92580 -3.48444 -0.08
F 1.55097 -0.95059 -5.12710 0.17
F 1.32845 0.77056 -3.54456 0.07
C 4.38585 2.24301 -1.48511 -0.08
C 4.21489 0.82759 -0.92083 -0.71
C 4.74406 0.86055 0.53649 -0.09
C 4.98814 -0.14652 -1.87159 -0.05
C 2.78367 0.47312 -0.85117 -0.36
H 5.43255 2.45455 -1.64851 0.07
H 3.95793 2.97794 -0.74425 0.08
H 3.81723 2.35142 -2.40069 0.07
H 5.84140 1.02361 0.63463 0.08
H 4.50339 -0.13908 0.97901 0.07
H 4.33288 1.68487 1.17177 0.08
H 6.06611 0.02147 -1.69223 0.07
H 4.78981 0.11828 -2.91693 0.08
H 4.75356 -1.19663 -1.62574 0.08
H 2.59398 0.18436 0.21883 -0.12
C 1.71970 5.68424 -1.58998 -0.25
Ge 0.41626 4.97399 -0.28098 0.77
C 1.42051 4.61358 1.40237 -0.25
C -1.10684 6.23482 0.04535 -0.24
Ge -0.55262 2.69794 -1.07768 0.88
C -1.09398 3.29600 -2.86912 -0.41
C -2.28231 2.67322 -3.34368 -0.13
C -3.06795 3.26825 -4.34055 -0.07
C -2.53925 4.40261 -5.01890 -0.08
C -1.25757 4.83819 -4.71719 -0.08
C -0.53244 4.23118 -3.68382 -0.13
C -2.35194 2.56861 -0.20232 -0.38
C -3.15515 3.67365 -0.34452 -0.16
C -4.34961 3.80700 0.36908 -0.06
C -4.82063 2.73368 1.13865 -0.09
C -4.03124 1.60058 1.28641 -0.09
C -2.80144 1.48539 0.59004 -0.10
H 2.55001 6.10407 -0.99559 0.03
H 1.40261 6.42740 -2.27130 0.00
H 2.14812 4.82367 -2.14368 0.01
H 1.52857 5.55758 1.90461 0.00
H 2.40849 4.26192 1.09244 0.01
H 0.91673 3.96597 2.12941 0.01
H -0.71328 7.23470 0.21238 0.01
H -1.63208 5.85286 0.89953 0.00
H -1.77474 6.30857 -0.85288 0.03
H -2.76095 1.90398 -2.72137 0.09
H -3.97938 2.71538 -4.66950 0.11
H -3.11485 4.90034 -5.81229 0.10
H -0.78249 5.64473 -5.28111 0.11
H 0.51316 4.54121 -3.56419 0.09
H -2.95753 4.44820 -1.06979 0.09
H -4.91342 4.74852 0.24074 0.11
H -5.79210 2.71310 1.61457 0.10
H -4.28297 0.77915 1.99649 0.11
H -2.22393 0.62344 0.71896 0.04